# H16O8

A 8-piece molecular cluster, H16O8 overall (ωB97M-V/def2-TZVPD, the Open Molecules 2025 dataset).

Calculated values
LUMO, eV: 0.498
Maximum force, Eh/bohr: 0.011
Orbital gap, eV: 10.789
Charge: 0
2S+1: 1
ΔE to the lowest compared entry with this formula, charge and spin, kcal per mole: 71.5
SMILES: O.O.O.O.O.O.O.O
Electronic energy, eV: -16638.908

Last column: Löwdin charge in e.
Atoms and positions in Å:
H -0.9640 -0.0055 -1.3950  0.026
H -0.4367 -1.3529 -0.9294  0.027
H -4.9821 1.5220 -0.5568  0.037
H -4.8944 2.3554 0.7112  0.042
H 1.9796 -4.5000 -1.6178  0.033
H 1.4864 -3.7869 -2.8661  0.032
H 1.1307 4.6574 -0.3978  0.030
H 1.6310 3.4076 0.3077  0.031
H 0.8982 -0.0415 2.9725  0.037
H 1.2841 -1.4581 3.3654  0.034
H 3.7532 1.9237 -2.4217  0.029
H 2.2756 1.8277 -2.7642  0.035
H -4.7528 -1.1377 0.8216  0.028
H -4.9547 -0.8860 -0.6636  0.013
H 3.4529 -1.0393 1.3988  0.033
H 4.2563 0.1796 1.8218  0.030
O -0.4204 -0.4140 -0.7119  -0.058
O -4.8525 1.4458 0.3952  -0.054
O 1.5309 -3.6976 -1.9074  -0.059
O 0.9336 3.7215 -0.2788  -0.065
O 1.0932 -0.9078 2.5975  -0.063
O 2.8887 1.7751 -2.0223  -0.060
O -5.1236 -1.5372 0.0266  -0.066
O 3.8048 -0.5940 2.1778  -0.072